# C8H19N3P

A cluster of 2 separate species, C8H19N3P in total in a non-equilibrium geometry (ωB97M-V with the def2-TZVPD basis set, OMol25).

```
31
Properties=species:S:1:pos:R:3:forces:R:3
C -1.800600 -2.510106 -1.743029 1.54 -0.72 -0.74
C -2.226643 -2.548242 -0.312553 -0.18 -1.21 2.61
C -0.773469 -1.482794 -1.776134 2.50 -3.97 -7.15
C -1.914901 -1.126280 0.211957 0.83 -0.15 1.97
C 0.216728 2.563354 0.305353 -0.23 0.39 1.99
C -0.893033 1.424374 0.124781 4.58 2.57 -3.16
C 2.590956 2.976786 -0.130535 2.57 0.91 -1.41
C 1.545486 -0.862755 1.647993 1.22 2.82 3.17
N -0.823848 -0.756340 -0.721793 0.19 4.31 7.02
N 1.432542 2.235428 -0.401561 -1.69 -2.96 -0.92
N -0.066779 0.338864 -0.527082 -3.13 -0.30 0.89
P 1.334274 0.871294 -1.419051 -0.98 2.11 -0.92
H -1.473290 -3.442393 -2.193948 0.20 -0.30 0.25
H -2.508549 -2.155295 -2.446805 -1.84 0.14 -0.35
H -3.238832 -2.872396 -0.302491 -1.31 0.61 0.30
H -1.837805 -3.339759 0.451295 0.39 1.30 -1.90
H 2.645031 -0.671444 1.491672 -1.21 -0.36 -0.51
H -0.071742 -1.305771 -2.605661 -0.45 -0.02 0.70
H -2.714503 -0.417041 0.141962 -0.82 0.28 -0.51
H -1.604443 -0.998352 1.351980 -0.19 -0.82 -2.37
H -0.147446 3.541712 -0.062195 -0.18 -0.40 0.44
H 0.503916 2.648238 1.417822 -0.59 0.12 -1.48
H -1.273422 1.100739 1.029292 -1.25 -0.42 1.43
H -1.481252 1.867018 -0.705544 -0.69 -0.95 0.87
H 3.530581 2.360762 -0.511290 -1.80 1.66 0.74
H 2.492247 4.004041 -0.618574 0.67 -1.23 0.30
H 2.701518 3.195874 0.924716 0.09 -0.32 0.40
H 1.145878 -1.749432 1.230466 -0.39 -0.53 -0.71
H 1.531623 -0.940188 2.783693 -0.15 -0.39 -1.22
H 0.979132 0.128835 1.543949 0.69 -1.62 -0.43
H 0.231284 1.382808 -2.428823 1.60 -0.55 0.72
```
Forces are in eV/Å.

expectation value of S² = 2.0078
lowest unoccupied orbital energy (alpha / beta) = -2.7 / -6.3 eV
net charge = +1
F_max = 0.1664 Eh/bohr
spin multiplicity = 3
DFT total energy = -821.36044 Ha
highest occupied orbital energy (alpha / beta) = -9.596 / -12.649 eV

Results of the Mulliken charge analysis, in e, for atoms 1 through 5: C -0.74; C -0.65; C -0.32; C -0.69; C -0.78

# C5H14N2O

A cluster of 2 separate species, C5H14N2O in total in a non-equilibrium geometry (ωB97M-V with the def2-TZVPD basis set, OMol25).

```
22
Properties=species:S:1:pos:R:3:forces:R:3
C -1.130775 -1.018711 0.897138 0.02 0.36 -0.58
N -0.181957 -0.953322 -0.206998 -0.87 1.04 0.90
C 0.187333 0.392266 -0.505209 1.35 -1.12 -0.09
C 1.462216 0.378291 -1.340930 -0.19 1.05 -0.79
O 1.997500 -1.648821 0.830070 -1.11 0.20 -0.28
C -0.925027 1.149147 -1.251586 0.32 0.50 -0.24
N -0.525898 2.459702 -1.387762 -0.99 0.11 0.86
C -0.576816 -0.519264 2.255204 -0.46 0.58 -0.20
H -1.593867 -2.001362 0.967434 0.38 -0.16 -0.04
H -1.942426 -0.314707 0.617650 -0.18 -0.05 0.01
H -0.777651 0.551380 2.325296 0.14 0.01 0.16
H 0.424824 0.996134 0.384472 -0.47 0.14 0.12
H 2.325062 -0.019870 -0.826914 -0.17 -0.37 0.30
H 1.686205 1.422133 -1.589654 0.00 -0.07 -0.04
H 1.302869 -0.139134 -2.290736 0.03 -0.15 0.08
H -1.846723 0.986709 -0.640098 0.09 0.08 0.23
H -1.193953 0.729231 -2.251630 -0.43 -0.17 0.18
H -1.254092 2.975861 -1.901810 0.57 -0.32 -0.69
H 2.400861 -2.346271 0.300404 -0.05 -0.05 -0.03
H -1.107020 -0.987515 3.081006 0.04 -0.16 -0.01
H 0.493571 -0.671088 2.348012 0.06 -0.30 -0.07
H 0.775758 -1.420799 0.186637 1.94 -1.15 0.23
```
Forces are in eV/Å.

lowest unoccupied orbital energy = -3.8 eV
F_max = 0.0441 Eh/bohr
DFT total energy = -383.40136 Ha
highest occupied orbital energy = -8.002 eV
energy relative to the best compared isomer or geometry (same formula, charge and spin) = 8.146 eV

Results of the Mulliken charge analysis, in e, for atoms 1 through 5: C -0.32; N -0.34; C 0.67; C -1.77; O -0.81

# C10H17N2

A cluster of 2 separate species, C10H17N2 in total in a non-equilibrium geometry (ωB97M-V with the def2-TZVPD basis set, OMol25).

```
29
Properties=species:S:1:pos:R:3:forces:R:3
C 3.005443 0.122610 -1.652240 0.34 -1.54 -0.06
C -0.227529 -2.220807 0.284188 -0.12 -3.19 -2.50
C -1.456906 -1.725562 0.937323 2.14 0.26 4.71
C -0.163891 0.327090 2.465856 0.07 -2.12 -3.61
C 0.115971 1.484655 1.457844 0.68 -0.20 0.72
C 0.056864 -1.492601 -1.027590 -1.72 -0.81 -2.75
C -1.244028 -0.293599 1.441125 -1.69 2.59 -0.17
C -0.479155 0.587738 0.393318 1.25 -0.59 1.55
C 0.222204 -0.083539 -0.681939 2.24 2.23 -0.66
C -0.406647 2.228608 -1.515230 1.18 5.58 -0.88
N 2.231391 0.885410 -1.079981 -3.07 -0.30 0.87
N -0.804077 1.002760 -0.979254 -0.66 -2.37 1.70
H 4.008825 0.428253 -1.824562 1.01 0.96 -0.19
H 2.933068 -0.927580 -1.938954 -0.87 -0.23 -0.02
H 0.647838 -2.276591 0.866766 1.01 0.67 1.21
H -0.320469 -3.323686 0.054257 -0.28 1.02 -0.04
H -2.276563 -1.617022 0.354702 -2.52 -0.40 -2.32
H -1.729949 -2.393155 1.811320 0.19 0.72 -0.97
H 0.665310 -0.386969 2.398809 0.11 0.33 0.61
H -0.540312 0.444830 3.416915 -0.45 0.65 2.06
H -0.624453 2.275246 1.613974 0.57 0.33 0.15
H 1.213962 1.790810 1.406664 -1.77 -0.08 -0.23
H 0.880058 -1.887135 -1.690583 -0.35 0.31 1.08
H -0.864715 -1.641661 -1.817505 1.82 0.50 1.97
H -2.288282 0.191799 1.670968 1.88 -0.77 -0.35
H 0.610720 2.759552 -1.159118 -2.28 -2.15 -0.36
H -0.289976 1.980399 -2.546965 0.30 0.60 -0.98
H -1.159658 3.140179 -1.435464 0.97 -2.38 0.08
H -1.715044 0.619966 -1.224642 0.02 0.37 -0.63
```
Forces are in eV/Å.

lowest unoccupied orbital energy (alpha / beta) = -4.0 / -4.2 eV
net charge = +1
F_max = 0.1122 Eh/bohr
DFT total energy = -500.27471 Ha
highest occupied orbital energy (alpha / beta) = -12.720 / -12.998 eV
energy relative to the best compared isomer or geometry (same formula, charge and spin) = 5.274 eV

Results of the Mulliken charge analysis, in e, for atoms 1 through 5: C -0.23; C -0.94; C -0.81; C -0.84; C -0.35

# C2H7O2PS

A structure of composition C2H7O2PS in a non-equilibrium geometry (ωB97M-V with the def2-TZVPD basis set, OMol25).

```
13
Properties=species:S:1:pos:R:3:forces:R:3
C 2.073750 -0.074608 -0.141338 0.21 -2.76 1.27
C -2.177947 -0.998393 -0.029685 1.46 -1.01 -0.90
O 1.481206 0.501423 0.986343 -1.03 0.16 2.11
O -0.866087 -0.597880 -0.369903 0.89 2.66 2.37
P -0.075130 0.869298 1.258402 0.33 -2.68 -2.81
S -0.234502 2.557008 0.113103 -2.16 1.56 1.45
H 1.465376 -0.919674 -0.412732 -0.97 0.38 -1.27
H 2.933982 -0.711903 0.148431 0.35 1.36 0.25
H 2.277218 0.699936 -0.806135 0.51 0.69 -1.71
H -2.121302 -1.568512 0.869173 -0.54 -0.08 1.28
H -2.391820 -1.773755 -0.758033 -0.50 -0.09 -0.50
H -2.966363 -0.262928 -0.062795 -0.14 0.55 0.18
H 0.601621 2.279988 -0.794830 1.60 -0.75 -1.71
```
Forces are in eV/Å.

lowest unoccupied orbital energy (alpha / beta) = -0.3 / -0.3 eV
F_max = 0.0758 Eh/bohr
DFT total energy = -970.34042 Ha
highest occupied orbital energy (alpha / beta) = -9.009 / -9.010 eV
energy relative to the best compared isomer or geometry (same formula, charge and spin) = 2.430 eV

Results of the Mulliken charge analysis, in e, for atoms 1 through 5: C -0.60; C -0.73; O -0.23; O -0.52; P 0.45